Density functional theory data (ωB97M-V/def2-TZVPD) for C41H65Cl48F7N2O4S2 as an isolated structure at a distorted geometry.

Summary:
* frontier orbital gap: 7.4 eV
* total energy: -696501.7411 eV
* charge: 0
* HOMO level: -8.744 eV

Each line ends with the Löwdin charge.
Positions of all 169 atoms, in Å:
C 0.7468 -3.2025 1.8360  0.0405
C 0.3249 -2.4265 0.7833  -0.1338
C 0.6865 -0.9245 0.8253  -0.0873
C 2.0347 -0.4134 0.3060  -0.0829
S 3.2574 -1.5462 -0.4361  0.8028
O 4.6119 -0.8343 -0.4548  -0.5824
O 3.3290 -2.7326 0.4029  -0.4642
C 2.8157 -1.9032 -2.2221  -0.3861
F 3.7365 -1.2100 -2.9883  0.0472
F 1.5998 -1.3215 -2.4762  0.0993
C 2.9314 -3.4114 -2.6705  -0.2859
F 4.0213 -4.0497 -2.1080  0.1104
F 3.1511 -3.4681 -4.0349  0.1261
C 1.6832 -4.3241 -2.3590  -0.4376
F 1.9375 -5.5398 -2.9734  0.1094
F 0.5149 -3.8826 -2.8761  0.1717
F 1.5842 -4.6260 -1.0298  0.1385
C 2.2832 1.0102 0.4360  -0.1690
O 3.4460 1.5959 0.0100  -0.0654
C 3.2246 2.5734 -1.0348  -0.1943
C 2.2926 2.0808 -2.2069  -0.0840
C 1.2405 1.9104 1.0324  -0.1917
N 1.3065 3.2722 1.2513  -0.2241
S -0.1092 3.7501 1.9099  0.9513
N -1.0096 2.3454 2.0340  -0.1718
C -0.1126 1.4350 1.5106  -0.2294
C -0.2962 -0.0450 1.3687  -0.1720
O -1.5175 -0.6090 1.7830  -0.0983
C -2.3441 -0.6847 0.5659  -0.2104
C -3.6286 0.1864 0.7088  -0.1934
C -4.4650 0.0230 -0.6257  -0.2644
C -4.8879 -1.4856 -0.9029  -0.1186
H 0.0836 -3.9585 2.3169  0.0724
H 1.7857 -3.1160 2.2491  0.0819
H -0.2218 -2.8763 -0.0869  0.1153
H 4.2268 2.8109 -1.4772  0.1263
H 2.8108 3.5447 -0.6447  0.1082
H 1.2930 2.5866 -2.1611  0.0032
H 2.1485 0.9724 -2.2520  0.0647
H 2.7959 2.3784 -3.1677  0.0309
H -1.7667 -0.2813 -0.3169  0.1405
H -2.5272 -1.7664 0.3651  0.0640
H -4.2227 -0.0549 1.6347  0.1215
H -3.3493 1.2701 0.7873  0.0314
H -3.7816 0.3700 -1.4574  0.1043
H -5.3845 0.6612 -0.6442  0.0917
H -5.6520 -1.4880 -1.7244  0.0698
H -4.0156 -2.0965 -1.2696  0.0698
H -5.3309 -1.9197 0.0338  0.0674
C 4.5729 -6.5001 -4.7782  -0.9906
Cl 4.5666 -7.6664 -3.4523  0.5219
Cl 5.7907 -6.9251 -5.9923  0.5199
H 3.5930 -6.4924 -5.2488  0.0331
H 4.7986 -5.5139 -4.3808  0.0122
C 8.7574 -5.5416 -4.7794  -1.0335
Cl 9.9070 -4.5583 -5.6930  0.5180
Cl 8.7446 -5.0927 -3.0693  0.5436
H 7.7613 -5.3906 -5.1853  -0.0375
H 9.0381 -6.5874 -4.8686  0.0295
C -3.7114 5.0255 0.2916  -0.9981
Cl -4.1046 3.4012 -0.2690  0.5772
Cl -3.2366 5.0334 1.9982  0.4523
H -2.8877 5.4119 -0.3042  0.0239
H -4.5859 5.6584 0.1667  -0.0110
C -0.6207 4.0284 -4.1288  -0.9761
Cl -1.0957 3.3298 -2.5707  0.5272
Cl 0.4207 2.9355 -5.0444  0.5061
H -1.5174 4.2273 -4.7093  0.0286
H -0.0829 4.9558 -3.9493  0.0327
C -2.7806 5.2826 5.7714  -0.9990
Cl -1.5432 6.5186 6.0268  0.4857
Cl -2.2685 4.0901 4.5707  0.4888
H -2.9697 4.7744 6.7132  0.0332
H -3.6897 5.7639 5.4219  -0.0502
C -3.5587 -2.7417 3.8640  -0.9795
Cl -3.5012 -3.4384 2.2392  0.5780
Cl -5.2209 -2.4182 4.3669  0.4978
H -3.1102 -3.4429 4.5640  0.0185
H -3.0002 -1.8087 3.8663  0.0276
C -3.9877 8.3471 8.4689  -1.0063
Cl -4.9146 7.8160 7.0588  0.5101
Cl -4.0764 7.1612 9.7772  0.5231
H -2.9480 8.4752 8.1782  0.0190
H -4.3935 9.2929 8.8216  -0.0413
C 6.4620 -5.5078 0.3649  -1.0297
Cl 6.1398 -7.1711 -0.1451  0.5025
Cl 6.9867 -5.4435 2.0537  0.5473
H 7.2423 -5.0894 -0.2656  0.0078
H 5.5507 -4.9251 0.2602  -0.0113
C -1.1916 9.3371 3.3933  -1.0065
Cl -1.1943 8.1735 2.0617  0.4951
Cl -2.4788 8.9891 4.5523  0.4684
H -0.2340 9.2843 3.9045  0.0293
H -1.3407 10.3346 2.9895  0.0258
C 4.0864 3.9938 -6.0754  -0.9883
Cl 2.6282 3.7606 -7.0469  0.4544
Cl 3.7034 4.6765 -4.4877  0.5182
H 4.5761 3.0335 -5.9371  0.0309
H 4.7517 4.6753 -6.5980  0.0266
C -4.8483 -6.2216 4.2444  -1.0134
Cl -5.1893 -7.8790 3.7331  0.5354
Cl -4.2425 -6.1766 5.9062  0.5513
H -4.0982 -5.7959 3.5836  -0.0154
H -5.7641 -5.6394 4.1878  -0.0300
C -7.1779 9.6139 9.2731  -1.0268
Cl -8.9175 9.8492 9.0717  0.5198
Cl -6.2700 11.0457 8.7632  0.5039
H -6.9677 9.4196 10.3215  0.0335
H -6.8652 8.7658 8.6698  -0.0237
C 1.8158 -7.8919 -0.0152  -1.0257
Cl 1.7934 -9.0745 -1.3294  0.4975
Cl 0.5977 -8.2671 1.2110  0.5004
H 2.7983 -7.9013 0.4497  0.0189
H 1.6103 -6.9073 -0.4252  -0.0051
C -3.9820 13.7223 10.8846  -1.0267
Cl -2.7209 14.9372 11.1216  0.5052
Cl -3.4968 12.5145 9.6883  0.4770
H -4.1722 13.2231 11.8306  0.0278
H -4.8860 14.2159 10.5385  0.0276
C -5.2232 -3.6922 8.3038  -1.0186
Cl -6.9837 -3.5712 8.2116  0.4885
Cl -4.4443 -2.2106 7.7348  0.4926
H -4.9354 -3.8665 9.3370  0.0278
H -4.8967 -4.5208 7.6813  -0.0608
C -2.3965 -9.8401 5.4885  -1.0343
Cl -1.2974 -8.8378 4.5335  0.4863
Cl -2.3224 -9.4197 7.2044  0.4926
H -3.4114 -9.6872 5.1316  -0.0179
H -2.1154 -10.8828 5.3696  0.0262
C -9.4104 -5.1065 5.5301  -1.0021
Cl -9.0180 -6.0660 6.9610  0.4938
Cl -8.0014 -4.2062 4.9553  0.4918
H -9.7482 -5.7727 4.7411  0.0267
H -10.1990 -4.4030 5.7825  0.0284
C 0.3826 5.0254 -10.0316  -1.0319
Cl -0.0717 4.3207 -8.4753  0.4782
Cl 1.4245 3.9360 -10.9509  0.4768
H -0.5185 5.2194 -10.6071  0.0279
H 0.9155 5.9561 -9.8541  0.0244
C 8.3256 -1.6439 -2.2276  -1.0208
Cl 6.5715 -1.5062 -2.4026  0.5932
Cl 9.1352 -0.1661 -2.7657  0.5104
H 8.5647 -1.8166 -1.1810  0.0231
H 8.6788 -2.4778 -2.8277  -0.0453
C 5.0416 -5.0366 -9.5544  -1.0918
Cl 3.2828 -4.9160 -9.7025  0.4932
Cl 5.8368 -3.5534 -10.1031  0.5009
H 5.2962 -5.2075 -8.5110  -0.0065
H 5.3884 -5.8759 -10.1661  -0.1267
C 4.3380 -8.7436 -9.9348  -0.9542
Cl 5.4817 -7.7630 -10.8621  0.5994
Cl 4.3478 -8.2890 -8.2269  0.5027
H 3.3392 -8.5921 -10.3353  0.0332
H 4.6177 -9.7895 -10.0243  0.0299
C 6.9075 -1.9133 1.9276  -0.9503
Cl 5.4754 -2.1956 0.9148  0.7815
Cl 6.4551 -1.2507 3.5050  0.5139
H 7.4307 -2.8538 2.0798  -0.0362
H 7.5627 -1.2059 1.4232  0.0273
C 2.0610 5.7032 -14.5729  -1.0161
Cl 0.6068 5.4681 -15.5489  0.5039
Cl 1.6692 6.3726 -12.9852  0.4925
H 2.5533 4.7437 -14.4376  0.0273
H 2.7249 6.3902 -15.0899  0.0261
C -6.3173 6.9365 2.4209  -1.0011
Cl -6.7238 5.3015 1.8861  0.5374
Cl -5.8346 6.9590 4.1197  0.5082
H -5.4911 7.3077 1.8191  0.0179
H -7.1857 7.5765 2.2918  0.0302

Cartesian forces (eV/Å) of the 6 atoms listed first:
C -0.255 0.266 -0.578
C 0.845 -0.147 1.023
C 0.875 0.821 -0.635
C -2.077 2.364 0.766
S 4.002 3.448 2.833
O -7.136 0.394 -3.635

=====

Density functional theory data (ωB97M-V/def2-TZVPD) for C41H65GaGeN2O2Se as an isolated structure at a distorted geometry.

Summary:
* frontier orbital gap: 7.5 eV
* total energy: -224874.5011 eV
* charge: +2
* HOMO level: -13.449 eV

Each line ends with the Löwdin charge.
Positions of all 113 atoms, in Å:
Ga 0.1839 -1.2425 -2.6934  0.5192
C -2.3401 4.3101 0.6223  -0.0326
C -3.5251 3.6896 -0.1362  -0.5509
C -4.0131 4.6422 -1.2358  -0.0249
C -4.6703 3.4646 0.8525  -0.0466
C -3.0801 2.3893 -0.7811  -0.1512
C -1.9042 2.3605 -1.5168  -0.0530
C -1.4532 1.1628 -2.0395  -0.3724
Se 0.2493 1.2015 -2.9881  1.3303
C 1.5348 1.2821 -1.5331  -0.3795
C 1.9797 2.5302 -1.1321  -0.0342
C 2.9867 2.6254 -0.1800  -0.1434
C 3.6755 1.4546 0.1155  0.0401
C 3.3151 0.1933 -0.3489  -0.1260
C 2.0948 0.0953 -1.0416  -0.3443
O 1.3879 -1.0930 -1.1450  -0.2665
C 4.3544 -0.9169 -0.2121  -0.5279
C 3.8923 -2.2763 -0.7393  -0.0573
C 5.5306 -0.4844 -1.1123  -0.0216
C 4.8449 -1.0679 1.2396  -0.0298
C 3.3672 3.9368 0.4733  -0.5481
C 2.5157 5.1073 -0.0249  -0.0478
C 3.1360 3.7955 1.9856  -0.0253
C 4.8459 4.2312 0.1897  -0.0260
C -2.1520 -0.0458 -1.8872  -0.3162
O -1.5914 -1.1903 -2.3454  -0.1665
C -3.3781 -0.0173 -1.2050  -0.0921
C -3.7916 1.2012 -0.6705  0.0481
C -4.2701 -1.2338 -0.9661  -0.5256
C -3.8329 -2.4978 -1.7079  -0.0489
C -5.7004 -0.9098 -1.4257  -0.0285
C -4.2838 -1.5451 0.5383  -0.0248
H -2.6946 5.1322 1.2372  0.0937
H -1.5882 4.7081 -0.0540  0.0735
H -1.8707 3.5714 1.2711  0.0768
H -4.3277 5.5810 -0.7898  0.0945
H -4.8637 4.2085 -1.7564  0.0947
H -3.2336 4.8525 -1.9636  0.0839
H -4.9315 4.4080 1.3234  0.0947
H -4.3854 2.7612 1.6324  0.0889
H -5.5575 3.0995 0.3428  0.0880
H -1.3191 3.2553 -1.6658  0.1119
H 1.5256 3.4138 -1.5527  0.1060
H 4.5574 1.5091 0.7320  0.1239
H 3.5454 -2.1840 -1.7696  0.0759
H 3.1069 -2.7148 -0.1199  0.0577
H 4.7411 -2.9558 -0.7408  0.1008
H 5.2186 -0.4299 -2.1533  0.0959
H 6.3337 -1.2134 -1.0369  0.0993
H 5.9227 0.4878 -0.8309  0.0870
H 4.0775 -0.7945 1.9632  0.0683
H 5.7179 -0.4505 1.4284  0.0902
H 5.1271 -2.0999 1.4262  0.0907
H 1.4536 4.9159 0.1219  0.0780
H 2.7021 5.3250 -1.0739  0.0932
H 2.7707 5.9961 0.5455  0.0968
H 2.0708 3.7484 2.2013  0.0737
H 3.5505 4.6573 2.5003  0.0967
H 3.6067 2.9007 2.3821  0.0834
H 5.0361 4.2383 -0.8815  0.0964
H 5.4925 3.4923 0.6544  0.0814
H 5.1087 5.2062 0.5892  0.0944
H -4.7191 1.2073 -0.1241  0.1043
H -3.8106 -2.3286 -2.7815  0.0847
H -4.5457 -3.2915 -1.5018  0.0942
H -2.8534 -2.8359 -1.3777  0.0686
H -5.7073 -0.5856 -2.4637  0.0978
H -6.1626 -0.1377 -0.8184  0.0827
H -6.3146 -1.8028 -1.3410  0.0934
H -3.3098 -1.9026 0.8720  0.0714
H -5.0123 -2.3266 0.7377  0.0968
H -4.5533 -0.6719 1.1264  0.0869
N -1.4847 -2.7145 -4.8936  0.1909
C -0.6673 -3.5825 -4.2850  -0.3246
C -0.7268 -4.9655 -4.5694  0.0273
C 0.1474 -5.8316 -3.9689  -0.0043
C 1.1205 -5.3195 -3.0975  -0.0259
C 1.1477 -3.9738 -2.8664  -0.0935
N 0.2631 -3.1148 -3.4230  0.0613
H -2.2368 -3.0517 -5.4736  0.1364
H -1.5553 -1.7659 -4.5539  0.0905
H -1.4720 -5.3174 -5.2638  0.1290
H 0.0917 -6.8911 -4.1663  0.1311
H 1.8327 -5.9766 -2.6291  0.1214
H 1.8944 -3.5189 -2.2297  0.0948
C -0.0163 1.8598 4.4108  -0.0871
C 0.2041 1.3678 2.9868  -0.2853
C -0.9628 0.5187 2.4919  -0.2669
C -0.7066 -0.0263 1.0892  -0.2462
Ge 0.6683 -1.4908 0.9680  1.2236
C 0.1288 -3.4365 0.9040  -0.2696
C -0.2105 -3.9522 2.3056  -0.2755
C 0.8114 -3.4979 3.3473  -0.3013
C 0.6078 -4.1393 4.7124  -0.0878
H 0.8041 2.4981 4.7279  0.0748
H -0.0885 1.0196 5.0966  0.0781
H -0.9379 2.4328 4.4756  0.0799
H 1.1262 0.7744 2.9350  0.0948
H 0.3334 2.2206 2.3163  0.0910
H -1.8682 1.1295 2.4547  0.1125
H -1.1533 -0.2922 3.1990  0.1104
H -0.3988 0.7967 0.4387  0.0670
H -1.6225 -0.4501 0.6748  0.0447
H 2.0859 -1.2045 1.4405  0.0075
H 0.9676 -3.9921 0.4758  0.0650
H -0.7261 -3.5481 0.2300  0.0615
H -0.2492 -5.0421 2.2771  0.1234
H -1.1997 -3.6001 2.6030  0.1137
H 0.7320 -2.4012 3.4509  0.0828
H 1.8212 -3.7201 2.9881  0.1142
H -0.4137 -4.0082 5.0589  0.0809
H 1.2686 -3.6876 5.4466  0.0792
H 0.8291 -5.2020 4.6711  0.0833

Cartesian forces (eV/Å) of the 6 atoms listed first:
Ga 0.293 -0.421 0.846
C -0.219 -0.058 -0.103
C -0.089 0.109 0.034
C 0.038 -0.090 0.190
C 0.180 0.037 -0.166
C 0.032 -0.032 0.054

=====

Density functional theory data (ωB97M-V/def2-TZVPD) for C41H66BIKN8O3P as an isolated structure at a distorted geometry.

Summary:
* frontier orbital gap: 4.6 eV
* total energy: -96038.5473 eV
* energy above the lowest of the compared OMol25 structures with the same formula, charge and spin: 0.0 kcal per mole
* charge: -2
* HOMO level: -1.286 eV

Each line ends with the Löwdin charge.
Positions of all 122 atoms, in Å:
K -7.8770 -9.2333 18.4365  0.5696
C -11.1501 -9.1951 24.4888  -0.0855
C -11.0909 -8.7241 23.1652  -0.0693
C -9.9858 -8.9389 22.3626  -0.0361
C -8.8960 -9.6600 22.8621  -0.2817
C -8.9640 -10.1995 24.1526  -0.0231
C -10.1194 -10.0312 24.9264  -0.0978
N -7.8436 -9.7922 21.9944  0.1151
N -6.7239 -10.1630 22.4716  0.1028
C -5.7106 -10.3572 21.5450  -0.3340
C -4.8250 -11.3947 21.7633  -0.0169
C -3.8218 -11.6044 20.8338  -0.0558
C -3.7684 -10.7802 19.7181  -0.0555
C -4.6948 -9.7687 19.6015  -0.1576
N -5.6352 -9.5633 20.4705  0.0982
H -12.0894 -9.0926 25.0515  0.1003
H -11.9736 -8.2279 22.7644  0.1114
H -9.9016 -8.6791 21.3163  0.0839
H -8.0780 -10.7398 24.4451  0.0913
H -10.1895 -10.4556 25.9220  0.0873
H -4.9585 -11.9640 22.6350  0.0872
H -3.0754 -12.3943 20.9766  0.1063
H -2.9816 -10.8908 18.9788  0.0958
H -4.7265 -9.0635 18.7545  0.1107
O -4.8404 -6.6609 21.6238  -0.0504
H -5.4585 -6.2427 21.0357  0.0012
H -5.0444 -7.5874 21.5494  -0.0134
O -7.0770 -11.3051 16.7362  -0.4581
O -6.6226 -11.6377 18.1403  -0.4033
N -9.4884 -7.4903 15.9857  0.0307
H -9.8515 -7.0842 16.8590  -0.0085
H -8.4713 -7.4614 16.0181  -0.0385
H -9.7782 -8.4782 15.9451  0.0076
I -10.0865 -4.1384 23.3259  0.8193
C -8.8736 -4.4163 21.6466  -0.7220
C -8.3459 -3.3733 20.9223  -0.1573
C -7.6181 -3.6886 19.7975  -0.0493
C -7.5409 -5.0270 19.3637  -0.1242
N -8.0615 -6.0108 20.0730  0.0854
C -8.7007 -5.7133 21.2087  -0.2228
H -8.4367 -2.3401 21.2579  0.0988
H -7.1569 -2.8660 19.2595  0.1052
H -7.0257 -5.3078 18.4484  0.0678
H -9.1359 -6.5621 21.7121  0.0721
B -4.7172 -5.1098 15.6587  -0.4799
C -5.6171 -6.1021 16.4940  -0.2884
N -6.2441 -6.9120 17.0379  0.0845
H -3.6160 -5.6142 15.5264  -0.0133
H -5.2359 -4.9580 14.5433  0.0013
H -4.6203 -4.0240 16.1938  -0.0239
C -5.9882 -11.0923 12.1716  -0.1029
C -6.6082 -11.1603 13.5806  -0.5698
C -7.4187 -12.4328 13.7194  -0.1095
C -7.6435 -9.9789 13.6969  -0.0823
P -5.3951 -10.8974 15.0324  1.0369
N -6.1540 -10.2628 16.3028  -0.2351
C -4.1286 -9.5412 14.5673  -0.5706
C -4.9288 -8.2971 14.1491  -0.1007
C -3.3569 -9.1681 15.8335  -0.0883
C -3.1172 -9.9415 13.4849  -0.0957
C -4.6193 -12.5788 15.4131  -0.5937
C -3.4572 -12.4578 16.3734  -0.1114
C -4.0726 -13.1497 14.1142  -0.1094
C -5.5789 -13.5595 16.1160  -0.0858
H -6.7341 -11.3780 11.3956  0.0846
H -5.1198 -11.7558 12.0530  0.0557
H -5.6457 -10.1040 11.8698  0.0578
H -8.0939 -12.5705 12.8586  0.0836
H -8.0819 -12.3459 14.5915  0.0901
H -6.8627 -13.3508 13.7813  0.0458
H -8.4319 -10.1215 12.9497  0.0820
H -7.1591 -9.0064 13.5927  0.0507
H -8.1142 -10.0434 14.7099  0.0734
H -5.7537 -8.0875 14.8376  0.0524
H -5.3149 -8.3547 13.1231  0.0716
H -4.2934 -7.4200 14.1978  0.0571
H -4.0291 -8.6889 16.5561  0.0625
H -2.5815 -8.4491 15.5213  0.0881
H -2.8224 -10.0386 16.2727  0.0598
H -3.5778 -10.2410 12.5390  0.0527
H -2.4530 -10.7516 13.8148  0.0653
H -2.4587 -9.0745 13.2471  0.0936
H -2.5507 -12.0732 15.9195  0.0647
H -3.2232 -13.4214 16.8334  0.0882
H -3.7272 -11.7345 17.1588  0.0525
H -3.5378 -12.4229 13.5108  0.0371
H -4.8599 -13.5455 13.4540  0.0683
H -3.3099 -13.9447 14.3432  0.0971
H -5.7371 -13.1892 17.1300  0.0522
H -5.0555 -14.5201 16.0947  0.0812
H -6.5175 -13.6999 15.6399  0.0419
C -11.5777 -4.9952 18.9867  -0.0574
C -12.1916 -6.3476 19.2952  -0.3033
C -13.5579 -6.5552 19.5184  -0.0847
C -14.0161 -7.8641 19.5677  -0.3314
C -15.5076 -8.0999 19.6308  -0.0813
C -13.1693 -8.9648 19.5251  -0.0275
C -11.7451 -8.7906 19.4103  -0.3396
C -11.3184 -7.4115 19.2901  -0.0410
N -10.8144 -9.7259 19.3821  0.0255
C -11.0596 -11.1775 19.5233  -0.6177
C -9.6636 -11.8394 19.4689  -0.0865
C -11.8554 -11.7501 18.3467  -0.0590
C -11.6448 -11.5139 20.9086  -0.0522
H -11.7531 -4.7003 17.9166  0.0891
H -10.5019 -5.0348 19.1543  0.0424
H -12.0463 -4.2053 19.5795  0.0647
H -14.2533 -5.7262 19.6029  0.0885
H -15.8765 -8.1200 18.6082  0.0654
H -15.9828 -7.2640 20.1749  0.0669
H -15.7157 -9.0855 20.1008  0.0729
H -13.5768 -9.9522 19.5281  0.0672
H -10.2606 -7.2710 19.0707  0.0688
H -9.1687 -11.7195 18.4909  0.0472
H -9.6922 -12.9189 19.7502  0.0924
H -8.9690 -11.3413 20.1454  0.0416
H -11.3538 -11.4502 17.4540  0.0621
H -12.8978 -11.3404 18.3054  0.0677
H -11.9616 -12.8460 18.3763  0.0736
H -10.8293 -11.5034 21.6243  0.0563
H -12.0586 -12.5215 21.0065  0.0696
H -12.3798 -10.7672 21.2259  0.0612

Cartesian forces (eV/Å) of the 6 atoms listed first:
K 0.149 -0.133 -0.023
C -0.088 -0.845 -1.186
C -0.677 0.354 0.470
C 0.505 -0.493 0.072
C -1.591 0.600 1.655
C -0.217 0.085 -0.326